Entry 1:
A molecular structure, C15H21N3O3Yb at a distorted geometry, computed with ωB97M-V/def2-TZVPD.

XYZ file:
```
43
Properties=species:S:1:pos:R:3:lowdin_spin:R:1
C -0.41 1.51 -2.05 -0.001
C 0.93 1.28 -1.58 -0.001
C 1.03 1.89 -0.31 0.000
C -0.22 2.46 0.01 0.000
C -1.11 2.23 -1.04 -0.001
Yb -0.51 -0.70 0.16 -0.032
N -4.12 -1.26 -0.59 1.014
C 0.71 -2.37 0.10 -0.006
C 1.63 -1.82 -0.70 -0.009
H 1.95 1.96 0.27 0.000
H 1.73 0.81 -2.14 0.000
H -0.42 3.04 0.90 0.000
H -2.14 2.59 -1.12 0.000
H -0.75 1.33 -3.07 0.000
H 1.80 -1.63 -1.80 -0.001
H 0.57 -2.37 1.20 -0.001
H -4.72 -2.15 -0.64 0.046
H 2.55 -1.88 -0.15 0.000
H 0.13 -3.24 -0.25 -0.005
C -1.12 -0.84 6.68 0.000
C -1.06 -0.97 5.16 0.000
C -0.13 0.04 4.46 0.000
C -0.34 1.47 4.99 0.000
C -1.79 1.93 4.88 0.000
C 1.36 -0.38 4.83 0.000
O 1.70 -0.58 5.99 0.000
N 2.26 -0.53 3.82 0.000
C 2.05 -0.57 2.47 0.000
O 2.95 -0.68 1.69 0.000
N 0.72 -0.42 2.10 -0.001
C -0.27 -0.03 2.92 -0.001
O -1.38 0.23 2.35 -0.001
H -0.12 -0.71 7.10 0.000
H -1.53 -1.77 7.10 0.000
H -1.77 -0.02 7.01 0.000
H -0.70 -1.98 4.91 0.000
H -2.06 -0.87 4.73 0.000
H -0.02 1.50 6.04 0.000
H 0.32 2.16 4.45 0.000
H -2.39 1.58 5.72 0.000
H -1.83 3.02 4.86 0.000
H -2.22 1.55 3.95 0.000
H 3.19 -0.81 4.11 0.000
```

Values from the calculation:
Energy relative to the best compared isomer or geometry (same formula, charge and spin): 643.3 kJ/mol
Largest force on an atom: 7.59 eV Å⁻¹
Energy: -58034.123 eV
Multiplicity: 2
E_HOMO (alpha / beta): -3.09 / -2.00 eV
Orbital gap (alpha / beta): 5.363 / 4.269 eV
Total charge: -1

---

Entry 2:
11 unconnected molecules or ions with the total composition C18H60N2O11 at a distorted geometry, computed with ωB97M-V/def2-TZVPD.

XYZ file:
```
91
Properties=species:S:1:pos:R:3:lowdin_charge:R:1
C 1.03 -2.06 2.97 -0.076
O 0.72 -3.45 2.93 -0.185
C 1.40 -4.04 1.86 -0.214
C 0.56 -5.25 1.58 -0.455
C 1.13 -6.09 0.47 -0.050
N -0.73 -4.85 1.13 0.033
H 0.63 -1.51 2.14 0.071
H 2.11 -2.08 3.01 0.078
H 0.62 -1.63 3.89 0.097
H 1.47 -3.34 1.01 0.133
H 2.40 -4.27 2.19 0.134
H 0.49 -5.82 2.48 0.136
H 1.01 -5.61 -0.53 0.066
H 0.64 -7.08 0.47 0.087
H 2.21 -6.23 0.54 0.085
H -1.24 -5.69 0.85 0.115
H -1.23 -4.28 1.81 0.105
C -1.02 1.61 2.19 -0.068
O 0.38 1.56 2.55 -0.189
C 0.54 1.74 3.89 -0.254
C 0.50 3.25 4.32 -0.408
C 1.75 3.91 3.83 -0.086
N 0.50 3.33 5.80 0.049
H -1.06 1.55 1.08 0.073
H -1.58 2.49 2.48 0.078
H -1.56 0.73 2.55 0.092
H -0.19 1.19 4.46 0.112
H 1.51 1.34 4.19 0.124
H -0.34 3.78 3.89 0.133
H 1.83 3.78 2.72 0.073
H 2.67 3.47 4.24 0.090
H 1.80 4.99 4.00 0.081
H -0.31 3.74 6.20 0.059
H 1.25 3.91 6.10 0.046
C -5.21 1.65 -1.55 -0.087
C -3.76 1.37 -1.67 -0.326
O -3.09 1.36 -0.39 -0.111
H -5.68 0.84 -0.97 0.088
H -5.59 1.71 -2.58 0.087
H -5.43 2.61 -1.04 0.093
H -3.17 2.05 -2.27 0.110
H -3.72 0.41 -2.14 0.103
H -3.73 0.94 0.19 0.085
C -0.69 -0.96 -7.06 -0.100
C -1.54 -0.57 -5.90 -0.276
O -1.99 0.88 -5.95 -0.114
H -1.26 -0.85 -7.97 0.073
H -0.48 -2.04 -7.00 0.079
H 0.22 -0.37 -7.05 0.079
H -1.08 -0.83 -4.97 0.088
H -2.47 -1.10 -5.98 0.100
H -1.18 1.39 -5.74 0.069
C -1.41 5.33 -1.56 -0.062
C -1.19 5.36 0.03 -0.328
O -2.12 4.71 0.82 -0.065
H -1.62 4.30 -1.84 0.044
H -0.62 5.88 -2.07 0.063
H -2.38 5.85 -1.75 0.074
H -1.43 6.45 0.27 0.119
H -0.14 5.18 0.30 0.101
H -2.27 3.85 0.50 0.037
C -0.24 0.68 -2.00 -0.081
C 0.85 -0.15 -1.38 -0.286
O 0.99 -1.47 -1.96 -0.118
H -0.08 0.91 -3.03 0.051
H -0.28 1.67 -1.52 0.080
H -1.24 0.20 -2.02 0.071
H 0.56 -0.33 -0.35 0.095
H 1.83 0.34 -1.41 0.112
H 0.25 -2.05 -1.68 0.029
C 3.45 1.65 1.15 -0.091
C 3.46 0.34 1.80 -0.317
O 4.43 -0.58 1.24 -0.093
H 3.45 1.56 0.05 0.082
H 4.30 2.25 1.48 0.082
H 2.49 2.15 1.33 0.055
H 2.50 -0.17 1.57 0.091
H 3.50 0.31 2.88 0.107
H 5.32 -0.20 1.26 0.088
O 3.81 -2.59 -1.30 -0.065
H 3.80 -1.91 -0.60 0.004
H 3.01 -2.33 -1.77 -0.007
O 1.39 -4.61 -2.76 -0.044
H 1.52 -4.82 -3.70 0.064
H 2.26 -4.43 -2.42 0.038
O -2.06 -1.38 0.55 -0.034
H -1.95 -2.00 -0.16 -0.007
H -2.22 -0.53 0.18 -0.029
O -0.83 -3.34 -1.21 -0.119
H -0.32 -3.82 -1.89 0.025
H -0.78 -3.82 -0.31 0.033
```

Values from the calculation:
Energy relative to the best compared isomer or geometry (same formula, charge and spin): 28.7 kJ/mol
Largest force on an atom: 3.69 eV Å⁻¹
Energy: -45139.438 eV
SMILES string: COC[C@H](C)N.COC[C@H](C)N.CCO.CCO.CCO.CCO.CCO.O.O.O.O
E_HOMO: -9.10 eV
Orbital gap: 9.597 eV
Total charge: 0

---

Entry 3:
A molecular structure, C37H33N7O5Rb, computed with ωB97M-V/def2-TZVPD.

XYZ file:
```
83
Properties=species:S:1:pos:R:3:lowdin_charge:R:1
Rb -0.29 0.69 -0.15 0.738
O 3.52 -0.95 2.77 -0.072
C 2.64 -0.31 2.16 -0.562
N 1.66 -0.78 1.42 -0.044
C 1.69 -2.22 1.35 -0.223
C 0.76 -2.81 0.32 -0.269
C 0.23 -4.09 0.51 -0.035
C -0.56 -4.66 -0.47 -0.087
C -0.80 -3.94 -1.63 -0.085
C -0.24 -2.68 -1.74 -0.163
N 0.52 -2.13 -0.80 0.060
C 2.71 1.21 2.28 -0.187
C 3.70 1.74 3.11 -0.019
C 3.80 3.11 3.25 -0.085
C 2.92 3.92 2.56 -0.084
C 1.97 3.31 1.76 -0.161
N 1.86 1.99 1.61 0.073
H 1.46 -2.68 2.32 0.116
H 2.71 -2.58 1.12 0.124
H 0.43 -4.61 1.44 0.105
H -0.98 -5.64 -0.33 0.097
H -1.42 -4.34 -2.43 0.093
H -0.42 -2.07 -2.62 0.092
H 4.35 1.04 3.61 0.104
H 4.57 3.54 3.89 0.096
H 2.95 5.00 2.64 0.091
H 1.24 3.91 1.21 0.083
C -5.94 -1.14 1.40 -0.050
N -5.31 -0.95 0.10 -0.189
C -5.90 0.10 -0.74 -0.041
C -3.99 -1.06 0.05 -0.293
N -2.85 -1.22 -0.05 0.161
H -6.99 -1.41 1.24 0.082
H -5.88 -0.24 2.01 0.075
H -5.45 -1.97 1.92 0.090
H -6.93 -0.19 -0.97 0.085
H -5.34 0.17 -1.67 0.071
H -5.88 1.06 -0.23 0.070
C -1.82 3.74 -2.80 -0.041
O -0.94 3.39 -3.86 -0.074
C 0.32 3.04 -3.53 -0.240
C 0.91 3.30 -2.30 -0.016
C 2.23 2.92 -2.06 -0.060
C 2.97 2.29 -3.05 -0.075
C 2.38 2.02 -4.27 -0.023
C 1.06 2.37 -4.50 -0.183
N 0.49 2.06 -5.77 0.117
C -0.68 1.51 -6.11 -0.022
C -1.68 0.85 -5.42 -0.129
C -2.87 0.56 -6.17 -0.067
C -3.94 -0.04 -5.60 -0.105
C -3.89 -0.40 -4.21 -0.078
C -2.79 -0.17 -3.46 0.000
C -1.58 0.41 -4.02 -0.359
O -0.53 0.49 -3.37 -0.002
H -2.80 3.85 -3.25 0.098
H -1.52 4.68 -2.33 0.097
H -1.85 2.96 -2.03 0.081
H 0.34 3.77 -1.51 0.083
H 2.66 3.10 -1.08 0.101
H 3.99 1.98 -2.85 0.103
H 2.92 1.48 -5.04 0.113
H 1.04 2.37 -6.55 0.147
H -0.86 1.62 -7.18 0.130
H -2.90 0.85 -7.21 0.104
H -4.83 -0.24 -6.18 0.091
H -4.75 -0.88 -3.76 0.098
H -2.74 -0.47 -2.42 0.078
O -4.92 2.03 1.59 0.021
C -3.94 2.74 1.47 -0.447
N -2.82 2.50 0.72 0.129
C -1.98 3.55 0.86 -0.477
O -0.88 3.67 0.32 -0.059
C -2.58 4.59 1.78 -0.091
C -2.12 5.81 2.23 -0.012
C -2.95 6.52 3.09 -0.091
C -4.19 6.02 3.48 -0.092
C -4.63 4.78 3.01 -0.017
C -3.80 4.09 2.16 -0.096
H -1.15 6.19 1.92 0.112
H -2.63 7.49 3.47 0.094
H -4.81 6.59 4.15 0.093
H -5.59 4.37 3.31 0.111
```

Values from the calculation:
Energy relative to the best compared isomer or geometry (same formula, charge and spin): 0.0 kJ/mol
Largest force on an atom: 0.15 eV Å⁻¹
Energy: -60231.131 eV
E_HOMO: -4.44 eV
Orbital gap: 6.233 eV
Total charge: -1

---

Entry 4:
C16H28N2O3 in the gas phase, computed with ωB97M-V/def2-TZVPD.

XYZ file:
```
49
Properties=species:S:1:pos:R:3:nbo_charge:R:1
C 1.39 1.24 -6.55 -0.607
C 1.54 1.79 -5.14 -0.387
C 2.46 0.94 -4.25 -0.394
C 1.85 -0.41 -3.89 -0.393
C 2.76 -1.26 -3.00 -0.382
C 2.91 -0.69 -1.59 -0.416
C 3.64 -1.67 -0.67 -0.390
C 3.96 -1.08 0.71 -0.385
C 2.75 -0.51 1.46 -0.401
C 1.66 -1.55 1.73 -0.397
C 0.45 -0.92 2.41 -0.504
C -0.36 -0.09 1.43 0.705
O -0.13 -0.05 0.24 -0.623
N -1.38 0.65 1.96 -0.439
C -1.89 0.60 3.31 -0.319
C -3.26 -0.05 3.34 0.679
O -3.69 -0.69 4.27 -0.555
N -4.01 0.17 2.21 -0.654
C -3.67 0.92 1.10 0.683
O -4.49 1.18 0.25 -0.549
C -2.23 1.40 1.07 -0.341
H 0.79 1.91 -7.16 0.208
H 0.89 0.27 -6.54 0.201
H 2.36 1.12 -7.02 0.199
H 0.56 1.87 -4.67 0.194
H 1.96 2.80 -5.20 0.196
H 3.41 0.79 -4.76 0.190
H 2.65 1.50 -3.33 0.199
H 1.65 -0.97 -4.81 0.197
H 0.90 -0.26 -3.38 0.198
H 2.32 -2.26 -2.92 0.197
H 3.74 -1.36 -3.47 0.190
H 1.92 -0.47 -1.19 0.220
H 3.48 0.24 -1.63 0.191
H 3.04 -2.57 -0.55 0.192
H 4.58 -1.96 -1.13 0.201
H 4.69 -0.28 0.59 0.199
H 4.42 -1.86 1.32 0.196
H 3.10 -0.10 2.41 0.195
H 2.32 0.31 0.88 0.211
H 2.06 -2.34 2.36 0.204
H 1.34 -1.99 0.79 0.221
H 0.78 -0.29 3.24 0.220
H -0.20 -1.71 2.81 0.233
H -1.23 0.04 3.97 0.251
H -1.99 1.62 3.70 0.223
H -4.96 -0.21 2.22 0.429
H -1.85 1.29 0.05 0.289
H -2.22 2.47 1.32 0.225
```

Values from the calculation:
Energy relative to the best compared isomer or geometry (same formula, charge and spin): 9.7 kJ/mol
Largest force on an atom: 0.69 eV Å⁻¹
Energy: -26170.856 eV
SMILES string: CCCCCCCCCCCC(=O)N1CC(=O)NC(=O)C1
E_HOMO: -9.87 eV
Orbital gap: 10.349 eV
Total charge: 0

---

Entry 5:
3 unconnected molecules or ions with the total composition C8H23NO5 at a distorted geometry, computed with ωB97M-V/def2-TZVPD.

XYZ file:
```
37
Properties=species:S:1:pos:R:3:nbo_charge:R:1
C -0.71 0.45 -4.99 -0.259
O -1.04 -0.60 -4.13 -0.538
C -0.11 -0.82 -3.11 -0.069
C -0.27 0.13 -1.92 -0.261
N -1.56 0.03 -1.29 -0.636
C -1.67 1.09 -0.25 -0.245
C -0.66 1.02 0.88 -0.085
O -1.00 1.99 1.84 -0.540
C -1.92 1.54 2.81 -0.250
H -1.63 0.94 -5.33 0.187
H -0.22 0.11 -5.91 0.173
H -0.14 1.26 -4.54 0.169
H 0.91 -0.84 -3.51 0.168
H -0.27 -1.82 -2.69 0.194
H 0.04 1.14 -2.25 0.161
H 0.55 -0.08 -1.22 0.194
H -2.29 0.22 -1.96 0.376
H -2.66 1.00 0.20 0.200
H -1.65 2.10 -0.67 0.172
H 0.37 1.19 0.59 0.181
H -0.72 0.04 1.36 0.184
H -2.91 1.35 2.39 0.159
H -1.97 2.29 3.59 0.193
H -1.57 0.62 3.30 0.175
O 2.12 -1.15 1.10 -0.771
C 2.81 -0.46 2.14 -0.086
C 2.39 -0.95 3.51 -0.081
O 0.98 -0.88 3.68 -0.714
H 2.69 -1.41 0.38 0.489
H 3.89 -0.67 2.04 0.172
H 2.66 0.61 2.02 0.177
H 2.87 -0.25 4.20 0.181
H 2.79 -1.93 3.75 0.163
H 0.58 -1.23 2.87 0.481
O -0.45 -2.26 0.57 -0.974
H -0.75 -1.66 -0.13 0.481
H 0.50 -2.08 0.67 0.479
```

Values from the calculation:
Energy relative to the best compared isomer or geometry (same formula, charge and spin): 55.0 kJ/mol
Largest force on an atom: 2.02 eV Å⁻¹
Energy: -20394.602 eV
SMILES string: COCCNCCOC.OCCO.O
E_HOMO: -9.38 eV
Orbital gap: 9.727 eV
Total charge: 0

---

Entry 6:
A molecular structure, C41H51BiI2N2O6P2S2, computed with ωB97M-V/def2-TZVPD.

XYZ file:
```
107
Properties=species:S:1:pos:R:3:lowdin_spin:R:1
Bi -0.34 -1.45 0.67 0.034
S 0.79 -2.99 2.32 0.010
C 2.40 -2.30 2.56 0.001
C 3.36 -3.15 3.13 0.000
C 4.66 -2.72 3.34 0.000
C 5.02 -1.43 2.98 0.000
C 4.08 -0.58 2.42 0.000
C 2.76 -0.99 2.21 0.000
S 1.61 0.16 1.57 0.003
H 3.06 -4.15 3.40 0.000
H 5.38 -3.40 3.78 0.000
H 6.04 -1.09 3.13 0.000
H 4.36 0.43 2.14 0.000
I -3.42 -4.72 3.55 0.000
C -4.09 -3.67 1.88 0.000
C -5.46 -3.58 1.63 0.000
C -5.94 -2.93 0.52 0.001
I -8.01 -2.82 0.24 0.000
C -5.04 -2.37 -0.42 0.000
C -5.42 -1.75 -1.63 0.001
C -4.46 -1.29 -2.49 0.000
C -3.11 -1.44 -2.14 0.001
N -2.72 -1.98 -1.02 0.000
C -3.65 -2.45 -0.15 0.000
C -3.13 -3.09 1.05 0.002
O -1.87 -3.14 1.28 0.005
H -6.15 -4.04 2.32 0.000
H -6.47 -1.66 -1.87 0.000
H -4.73 -0.83 -3.43 0.000
H -2.33 -1.09 -2.81 0.000
O -2.25 2.10 -1.66 0.000
C -1.63 1.48 -2.37 0.000
O 0.74 -2.51 -0.92 0.007
N 0.74 -3.87 -0.95 0.228
C 1.83 -4.55 -0.44 0.133
C 1.80 -5.90 -0.35 0.053
C 0.65 -6.64 -0.72 0.272
C -0.46 -5.91 -1.19 0.044
C -0.42 -4.55 -1.29 0.152
H 2.66 -3.93 -0.15 0.010
H 2.68 -6.40 0.04 -0.002
H 0.62 -7.72 -0.64 0.021
H -1.38 -6.41 -1.47 -0.003
H -1.24 -3.93 -1.62 0.013
C 2.83 2.74 -4.47 0.000
C 1.45 2.32 -3.94 0.000
C 1.15 0.92 -4.48 0.000
C 0.40 3.30 -4.46 0.000
P 1.29 2.16 -2.05 0.000
C 2.82 1.21 -1.70 0.000
C 2.69 -0.17 -1.59 0.000
C 3.79 -1.00 -1.44 0.000
C 5.06 -0.45 -1.36 0.000
C 5.22 0.92 -1.43 0.000
C 4.11 1.74 -1.61 0.000
C 1.52 3.86 -1.25 0.000
C 0.10 4.46 -1.17 0.000
C 2.43 4.90 -1.91 0.000
C 1.98 3.60 0.19 0.000
H 2.81 2.70 -5.56 0.000
H 3.61 2.05 -4.13 0.000
H 3.11 3.75 -4.17 0.000
H 1.12 0.96 -5.57 0.000
H 0.19 0.55 -4.12 0.000
H 1.92 0.21 -4.19 0.000
H 0.38 3.26 -5.56 0.000
H 0.61 4.33 -4.18 0.000
H -0.60 3.05 -4.11 0.000
H 1.72 -0.66 -1.61 0.000
H 3.64 -2.07 -1.37 0.001
H 5.93 -1.09 -1.23 0.000
H 6.21 1.37 -1.37 0.000
H 4.27 2.81 -1.68 0.000
H -0.35 4.60 -2.15 0.000
H 0.16 5.44 -0.68 0.000
H -0.55 3.82 -0.58 0.000
H 2.06 5.20 -2.89 0.000
H 3.46 4.55 -2.03 0.000
H 2.46 5.79 -1.28 0.000
H 1.36 2.84 0.67 0.000
H 1.90 4.53 0.76 0.000
H 3.01 3.25 0.24 0.000
C -0.03 3.44 3.78 0.000
C -1.29 3.73 2.99 0.000
O -2.18 2.61 2.94 0.001
P -1.71 1.37 1.97 0.004
O -3.00 1.11 1.04 0.001
C -4.32 0.90 1.57 0.000
C -5.32 1.42 0.56 0.000
O -2.00 0.13 2.99 0.004
C -1.19 -0.05 4.17 0.000
C -1.60 -1.36 4.81 0.000
H 0.62 4.31 3.81 0.000
H 0.52 2.61 3.33 0.000
H -0.29 3.16 4.81 0.000
H -1.03 4.05 1.97 0.000
H -1.86 4.54 3.45 0.000
H -4.42 1.40 2.53 0.000
H -4.45 -0.18 1.73 0.000
H -5.17 2.49 0.40 0.000
H -6.33 1.24 0.92 0.000
H -5.19 0.91 -0.39 0.000
H -1.37 0.79 4.85 0.000
H -0.13 -0.06 3.89 0.000
H -2.67 -1.36 5.03 0.000
H -1.04 -1.51 5.74 0.000
H -1.38 -2.19 4.14 0.000
```

Values from the calculation:
Energy relative to the best compared isomer or geometry (same formula, charge and spin): 43.9 kJ/mol
Largest force on an atom: 0.60 eV Å⁻¹
Energy: -120902.029 eV
Multiplicity: 2
E_HOMO (alpha / beta): -2.17 / -4.76 eV
Orbital gap (alpha / beta): 4.148 / 6.738 eV
Total charge: -1

---

Entry 7:
A molecular structure, C31H21N5OOsS3 at a distorted geometry, computed with ωB97M-V/def2-TZVPD.

XYZ file:
```
62
Properties=species:S:1:pos:R:3:lowdin_spin:R:1
Os 13.92 9.25 10.96 1.312
C 12.57 8.34 14.98 0.001
C 12.90 9.39 15.78 0.008
C 13.44 10.51 15.18 0.001
C 13.77 10.42 13.80 0.007
N 13.57 9.28 13.07 0.022
C 13.02 8.29 13.69 0.021
N 14.41 11.58 13.30 0.004
C 14.74 11.83 12.09 0.008
N 14.72 10.99 10.99 0.029
C 15.34 11.56 9.87 0.010
N 15.51 11.02 8.75 0.002
C 15.35 9.72 8.37 0.013
C 16.14 9.31 7.20 0.000
C 15.97 7.98 6.85 0.009
C 14.98 7.16 7.37 0.003
C 14.32 7.60 8.46 0.021
N 14.62 8.84 9.01 0.026
C 15.64 12.90 10.29 0.003
C 16.28 13.93 9.59 0.001
C 16.82 14.99 10.34 0.002
C 16.46 15.14 11.69 0.003
C 15.69 14.18 12.37 0.001
C 15.34 13.07 11.62 0.003
H 12.15 7.44 15.37 0.000
H 12.60 9.36 16.85 0.000
H 13.82 11.39 15.73 0.000
H 12.74 7.38 13.15 0.005
H 17.03 9.85 6.85 0.000
H 16.67 7.59 6.08 0.000
H 14.68 6.22 6.94 0.000
H 13.61 6.97 9.02 0.007
H 16.54 13.83 8.56 0.000
H 17.59 15.66 9.92 0.000
H 16.72 15.98 12.27 0.000
H 15.52 14.19 13.45 0.000
O 12.38 8.80 10.53 0.478
C 8.86 7.51 11.06 0.298
C 9.24 8.14 9.83 0.240
C 9.55 9.44 9.54 0.246
C 9.92 9.70 8.26 0.040
C 9.90 8.62 7.45 0.377
S 9.28 7.22 8.37 0.094
C 9.21 6.11 11.47 0.068
C 8.47 5.30 12.27 0.100
C 8.96 4.04 12.67 0.007
C 10.18 3.97 12.01 0.117
S 10.63 5.23 10.95 0.008
C 8.29 8.36 12.10 0.061
C 8.54 8.11 13.44 0.138
C 7.61 8.70 14.37 -0.001
C 6.76 9.62 13.74 0.147
S 6.97 9.46 12.01 0.022
H 9.73 10.27 10.25 0.005
H 10.32 10.69 7.89 -0.003
H 10.00 8.65 6.35 0.016
H 7.68 5.83 12.73 0.002
H 8.52 3.34 13.43 -0.001
H 10.78 3.12 12.06 0.007
H 9.31 7.45 13.78 0.004
H 7.55 8.65 15.47 -0.002
H 5.88 10.13 14.24 0.005
```

Values from the calculation:
Largest force on an atom: 4.35 eV Å⁻¹
Energy: -76939.073 eV
Multiplicity: 5
E_HOMO (alpha / beta): -12.29 / -13.67 eV
Orbital gap (alpha / beta): 6.360 / 4.292 eV
Total charge: +2

---

Q: Look up the largest force on an atom of the fourth one.
A: 0.69 eV Å⁻¹

---

Q: largest force on an atom of number 5 (C8H23NO5)?
A: 2.02 eV Å⁻¹

---

Q: What is the formula in the fourth record?
A: C16H28N2O3